Record 1
37
Properties=species:S:1:pos:R:3 method="wB97M-V/def2-TZVPD" largest_force_ev_per_a=1.33 charge=-1 e_homo_ev=-4.312
C 4.639 3.776 0.366
C -1.916 -1.413 -2.252
S 2.665 -0.314 0.289
H 5.083 0.525 1.237
C -2.345 -4.064 2.126
C -1.844 -1.865 1.171
C 4.600 1.412 0.849
C 5.274 2.627 0.890
H -3.674 0.529 -2.790
N -2.400 -0.384 -1.351
H -3.820 -0.062 0.117
H -2.018 1.180 -2.672
H -2.066 -4.863 2.804
N 7.601 2.765 1.934
C -3.505 -4.163 1.382
C -2.850 0.773 -2.098
H -4.321 -1.245 -1.116
S 1.089 2.461 -0.870
H -1.589 -2.270 -1.663
H -4.154 -5.027 1.467
H -3.198 1.539 -1.405
C 3.320 1.281 0.317
C -3.828 -3.133 0.517
C 6.557 2.708 1.452
C 2.667 2.443 -0.186
N 5.808 6.048 0.395
H 2.855 4.533 -0.544
C -3.468 -0.897 -0.503
C 5.290 5.019 0.382
Ba -0.128 0.250 0.730
H -0.635 -2.899 2.612
H -1.067 -1.028 -2.819
C 3.355 3.657 -0.153
H -2.694 -1.745 -2.960
C -3.017 -2.009 0.417
H -4.731 -3.206 -0.082
C -1.537 -2.940 2.009

Record 2
7
Properties=species:S:1:pos:R:3 method="wB97M-V/def2-TZVPD" s_squared=0.77 largest_force_ev_per_a=3.78 charge=+4 e_homo_ev="-28.635 / -28.503" multiplicity=2
Hg 0.032 3.609 1.068
O 0.322 -0.159 -1.941
O -0.560 -0.960 0.288
O 0.367 0.977 0.155
Cl 0.460 -0.312 -0.484
Hg -2.302 -2.156 1.198
O 1.682 -0.999 -0.284